Here is an isolated molecule of C4H7NS2 in a non-equilibrium geometry from OMol25. Energies are from wB97M-V/def2-TZVPD.

## Properties
HOMO in eV: -8.619
Net charge: 0
E_tot in eV: -27420.2067
2S+1: 1
Relative energy (zero: lowest compared OMol25 entry of this formula, charge and spin) in kJ/mol: 158.1
SMILES: S=CN1C[C@@H]1CS

Last columns: bonded neighbours and bond lengths (Å).
Positions of all 14 atoms, in Å:
1 S -3.130 -0.481 -0.662  C2 1.589
2 C -1.718 0.211 -0.894  S1 1.589, N3 1.363, H8 1.074
3 N -0.528 -0.454 -0.901  C2 1.363, C4 1.458, C5 1.395
4 C -0.161 -1.615 -0.099  N3 1.458, C5 1.519, H9 1.079, H10 1.090
5 C 0.726 -0.397 -0.291  N3 1.395, C4 1.519, C6 1.517, H11 1.099
6 C 1.041 0.519 0.876  C5 1.517, S7 1.847, H12 1.091, H13 1.120
7 S 1.827 2.153 0.523  C6 1.847, H14 1.349
8 H -1.667 1.259 -1.122  C2 1.074
9 H 0.111 -2.505 -0.644  C4 1.079
10 H -0.738 -1.742 0.816  C4 1.090
11 H 1.544 -0.551 -1.009  C5 1.099
12 H 1.885 0.137 1.453  C6 1.091
13 H 0.137 0.622 1.529  C6 1.120
14 H 0.672 2.843 0.425  S7 1.349

=====

Here is an isolated molecule of C4H7NS2 in a non-equilibrium geometry from OMol25. Energies are from wB97M-V/def2-TZVPD.

## Properties
HOMO in eV: -7.734
Net charge: 0
E_tot in eV: -27421.4900
2S+1: 1
Relative energy (zero: lowest compared OMol25 entry of this formula, charge and spin) in kJ/mol: 34.3
SMILES: NCC1SC=CS1

Last columns: bonded neighbours and bond lengths (Å).
Positions of all 14 atoms, in Å:
1 N 1.407 -0.078 0.962  C2 1.452, H8 1.010, H9 0.981
2 C 1.463 -0.171 -0.486  N1 1.452, C3 1.526, H10 1.102, H11 1.126
3 C 0.075 -0.117 -1.119  C2 1.526, S4 1.832, S7 1.831, H12 1.101
4 S -1.000 -1.517 -0.625  C3 1.832, C5 1.758
5 C -1.947 -0.584 0.525  S4 1.758, C6 1.335, H13 1.091
6 C -1.859 0.747 0.475  C5 1.335, S7 1.760, H14 1.092
7 S -0.802 1.447 -0.745  C3 1.831, C6 1.760
8 H 1.164 0.861 1.243  N1 1.010
9 H 2.282 -0.234 1.376  N1 0.981
10 H 1.949 -1.120 -0.764  C2 1.102
11 H 2.098 0.621 -0.973  C2 1.126
12 H 0.183 -0.152 -2.214  C3 1.101
13 H -2.596 -1.125 1.215  C5 1.091
14 H -2.415 1.422 1.129  C6 1.092

=====

Here is an isolated molecule of C4H7NS2 in a non-equilibrium geometry from OMol25. Energies are from wB97M-V/def2-TZVPD.

## Properties
HOMO in eV: -9.002
Net charge: 0
E_tot in eV: -27420.0136
2S+1: 1
Relative energy (zero: lowest compared OMol25 entry of this formula, charge and spin) in kJ/mol: 176.8
SMILES: S=CC1(S)CNC1

Last columns: bonded neighbours and bond lengths (Å).
Positions of all 14 atoms, in Å:
1 S -0.001 1.793 1.498  C2 1.586
2 C -0.739 0.528 0.889  S1 1.586, C3 1.478, H8 1.079
3 C -0.122 -0.345 -0.132  C2 1.478, S4 1.857, C5 1.564, C7 1.527
4 S -0.759 0.270 -1.764  C3 1.857, H9 1.306
5 C -0.141 -1.895 0.078  C3 1.564, N6 1.472, H10 1.069, H11 1.069
6 N 1.324 -1.960 -0.046  C5 1.472, C7 1.475, H12 1.007
7 C 1.397 -0.493 -0.186  C3 1.527, N6 1.475, H13 1.095, H14 1.108
8 H -1.692 0.188 1.265  C2 1.079
9 H -1.935 0.661 -1.351  S4 1.306
10 H -0.478 -2.123 1.067  C5 1.069
11 H -0.754 -2.378 -0.652  C5 1.069
12 H 1.751 -2.266 0.813  N6 1.007
13 H 1.868 -0.033 0.690  C7 1.095
14 H 1.779 -0.103 -1.150  C7 1.108

=====

Here is an isolated molecule of C4H7NS3 in a non-equilibrium geometry from OMol25. Energies are from wB97M-V/def2-TZVPD.

## Properties
HOMO in eV: -8.267
Net charge: 0
E_tot in eV: -38255.5854
2S+1: 1
Relative energy (zero: lowest compared OMol25 entry of this formula, charge and spin) in kJ/mol: 148.7
SMILES: C=NSCSC(C)=S

Last columns: bonded neighbours and bond lengths (Å).
Positions of all 15 atoms, in Å:
1 C -1.941 -2.067 -1.283  N2 1.269, H9 1.111, H10 1.089
2 N -0.961 -1.260 -1.302  C1 1.269, S3 1.632
3 S -0.976 0.142 -2.137  N2 1.632, C4 1.849
4 C 0.659 0.860 -1.659  S3 1.849, S5 1.793, H11 1.088, H12 1.102
5 S 0.725 1.770 -0.116  C4 1.793, C6 1.756
6 C 0.897 0.507 1.093  S5 1.756, C7 1.517, S8 1.608
7 C 0.784 1.010 2.520  C6 1.517, H13 1.120, H14 1.108, H15 1.057
8 S 1.251 -1.033 0.799  C6 1.608
9 H -1.801 -3.013 -0.716  C1 1.111
10 H -2.898 -1.807 -1.732  C1 1.089
11 H 0.777 1.581 -2.466  C4 1.088
12 H 1.434 0.076 -1.692  C4 1.102
13 H 0.512 2.093 2.605  C7 1.120
14 H 1.596 0.629 3.170  C7 1.108
15 H -0.057 0.510 2.918  C7 1.057